[1]
Density functional theory data (ωB97M-V/def2-TZVPD) for a 2-piece molecular cluster, CH8NO overall at a distorted geometry.

```
11
Properties=species:S:1:pos:R:3:mulliken_charge:R:1
O -1.233 -1.247 -0.675 -0.613
H -1.622 -1.768 -0.038 0.302
C 1.202 0.631 0.928 -0.727
H 0.445 1.598 -0.874 0.378
H 0.192 -0.169 -0.614 0.424
H -1.281 -1.605 -1.542 0.306
N 0.205 0.785 -0.166 -0.337
H 2.258 0.898 0.632 0.309
H 1.052 -0.393 1.273 0.311
H -0.715 0.896 0.253 0.345
H 0.892 1.232 1.913 0.303
```

Values from the calculation:
- Total charge: +1
- Relative energy (zero: lowest compared OMol25 entry of this formula, charge and spin): 81.9 kJ/mol
- E_HOMO: -17.07 eV
- M: 50.1 g mol⁻¹

---

[2]
Density functional theory data (ωB97M-V/def2-TZVPD) for a 8-piece molecular cluster, C25H48F3O23 overall at a distorted geometry.

```
99
Properties=species:S:1:pos:R:3:mulliken_charge:R:1
C -1.673 2.503 3.007 0.759
H -2.414 -3.606 -3.980 0.414
H 0.871 -6.608 -1.251 0.314
H -3.275 5.373 3.563 0.249
F 3.323 0.248 0.633 -0.322
H 0.147 -3.980 1.908 0.309
H 1.827 -5.386 -0.410 0.276
H -2.171 4.957 2.214 0.305
O 0.618 -2.794 -5.264 -0.564
O 7.095 4.081 -0.734 -0.315
H 0.535 -2.295 -7.670 0.316
O 7.490 5.656 -2.150 -0.336
O -1.639 -4.471 2.693 -0.376
H 1.832 -1.654 -8.584 0.248
H 1.907 -3.397 -8.292 0.258
O 1.424 2.446 -1.364 -0.422
H -1.887 -1.435 0.674 -0.155
C -2.890 -4.151 2.867 0.717
C 0.013 -0.491 0.133 0.099
O -3.460 -5.183 3.503 -0.342
C 1.178 6.482 5.662 -0.568
O -3.385 -3.147 2.405 -0.530
H 1.747 -3.316 -2.972 0.198
H 0.347 -0.627 1.161 0.017
C -5.995 -1.436 -2.170 0.801
H -1.974 0.216 0.685 0.131
O -7.227 -1.552 -2.671 -0.344
O 2.680 -2.116 -4.498 -0.365
O 0.275 0.833 -0.362 -0.226
H -5.187 -6.189 3.453 0.320
C -0.966 -4.542 -1.901 0.537
C -4.811 -5.184 3.647 -0.703
F 1.994 1.443 1.789 -0.286
H -6.966 -1.358 -4.756 0.303
H -1.222 -3.549 0.839 -0.125
H 2.967 2.036 3.992 0.188
H -4.696 -0.843 0.243 0.281
H 0.392 0.700 3.166 -0.107
H 6.667 7.468 -2.075 0.279
O -1.444 2.327 1.785 -0.535
O 5.337 4.892 -1.816 -0.562
H 5.741 3.546 0.721 0.265
C 1.597 -2.441 -7.868 -0.631
H -3.164 -3.208 -2.322 0.264
H -5.185 -4.710 4.555 0.303
C 2.260 4.596 4.789 0.871
H 3.220 -2.437 -2.476 0.387
F 3.421 2.407 0.620 -0.242
H 1.916 0.461 -1.237 -0.173
H -8.578 -1.522 -4.118 0.225
H 6.996 2.300 0.312 0.346
H 5.642 2.511 -0.682 0.300
O -4.977 -1.139 -2.785 -0.608
H -3.790 4.369 2.244 0.312
O -1.200 1.692 4.051 -0.350
O -1.783 -5.438 -2.079 -0.601
H -1.141 -0.219 3.269 0.036
C 2.577 1.358 0.622 0.894
H 1.887 -1.545 -2.584 0.027
H 0.536 -1.293 -0.387 0.331
C 0.813 -5.686 -0.674 -0.768
H 1.095 7.001 6.617 0.219
O 2.145 5.451 5.785 -0.343
C -0.478 0.476 3.784 0.103
O 1.582 4.570 3.759 -0.595
C 1.591 1.266 -0.578 0.566
H -7.641 0.063 -3.850 0.295
C 6.542 4.837 -1.624 0.793
O 2.352 -2.177 -6.664 -0.349
O -2.421 3.481 3.570 -0.350
H 4.687 2.596 4.291 0.286
C 3.656 2.877 4.077 -0.508
C 2.325 -2.401 -3.097 -0.379
H -5.336 -4.654 2.852 0.252
H -5.420 -2.345 0.846 0.190
H 7.880 7.186 -3.392 0.195
C 7.043 6.775 -2.828 -0.605
C -5.003 -1.852 -0.033 -0.082
C -0.888 -3.640 1.873 0.226
O 0.325 -4.539 -1.336 -0.001
C -2.939 4.583 2.891 -0.666
H -1.013 -2.645 2.300 -0.029
C -7.624 -1.022 -3.954 -0.634
H 6.224 6.445 -3.467 0.305
H -2.476 -1.984 -3.329 0.217
O -1.185 -3.286 -2.368 -0.072
H 1.553 7.182 4.915 0.302
O -6.105 -1.664 -0.898 -0.346
H -0.204 -0.014 4.718 0.319
C -2.375 -3.034 -3.054 -0.839
H 0.351 -5.828 0.303 0.252
H 3.613 3.484 3.173 0.274
C 6.336 3.081 -0.065 -0.663
H -4.126 -2.338 -0.461 -0.048
H 0.211 6.138 5.294 0.225
H -1.927 -0.689 -0.871 0.325
O 3.181 3.697 5.097 -0.346
C 1.789 -2.448 -5.477 0.804
C -1.490 -0.583 0.122 -0.614
```

Values from the calculation:
- Total charge: 0
- Relative energy (zero: lowest compared OMol25 entry of this formula, charge and spin): 0.0 kJ/mol
- E_HOMO (spin up / spin down): -10.37 / -10.39 eV
- M: 773.6 g mol⁻¹
- 2S+1: 2